(1)
Below is C35H37AsBrFN3O3ReS3 as an isolated structure at a distorted geometry, with properties calculated with ωB97M-V/def2-TZVPD.

As for the charge: +1. As for the LUMO energy (alpha / beta): -3.155 / -3.155 eV. The value obtained for the maximum force is 0.0593 Eh/bohr. As for the orbital gap (alpha / beta): 5.407 / 5.413 eV. As for the expectation value of S²: 0.771. Its spin multiplicity is 2. The calculation puts the calculated total energy at -215737.0408 eV. The HOMO energy (alpha / beta) comes out at -8.56 / -8.57 eV.

The geometry in XYZ format:
```
85
C35H37AsBrFN3O3ReS3 | the OMol25 dataset | ωB97M-V/def2-TZVPD
Re -0.84251 -2.42369 -1.78439
C -3.86145 2.72574 3.66097
C -2.93761 1.63078 4.19464
N -2.12688 1.02294 3.15385
C -2.67163 -0.02250 2.47504
C -2.02304 -0.74721 1.54052
C -2.81358 -1.82349 0.81358
O -3.80195 -2.28238 1.35749
O -2.40154 -2.10714 -0.34677
C -0.64296 -0.48820 1.22312
O 0.06938 -1.21114 0.52750
C -0.13744 0.75678 1.82035
C 1.10509 1.23879 1.41956
C 1.62298 2.38639 1.96456
F 2.83436 2.82186 1.53604
C 0.92540 3.10069 2.94123
C -0.33167 2.64280 3.31108
C -0.88599 1.47387 2.78121
N 1.38663 4.28752 3.54912
C 1.37181 4.37801 4.99369
C 0.87555 5.79299 5.35554
N 1.14773 6.65325 4.17475
C 2.51800 6.41186 3.65809
C 2.51861 5.01345 3.00783
H -4.41491 3.16908 4.48581
H -4.57611 2.30271 2.95964
H -3.29845 3.50323 3.14804
H -3.54704 0.83616 4.63375
H -2.28627 2.01868 4.98093
H -3.68771 -0.29312 2.72501
H 1.66696 0.69229 0.67985
H -0.88965 3.22307 4.02699
H 2.37199 4.20229 5.41272
H 0.71077 3.62685 5.41618
H 1.39900 6.19130 6.22556
H -0.19857 5.80610 5.55003
H 0.98351 7.64033 4.38558
H 0.50679 6.34825 3.42777
H 3.21939 6.47467 4.49132
H 2.78490 7.17722 2.92968
H 3.48005 4.52067 3.19908
H 2.39719 5.09179 1.92797
Br 1.56778 -3.30557 -0.83681
C 2.50465 -1.76635 -1.52081
C 3.87255 -1.80301 -1.50922
C 4.59815 -0.67548 -1.91343
C 3.92753 0.45675 -2.27986
C 2.51761 0.50302 -2.30585
C 1.83862 1.68685 -2.65644
C 0.47282 1.71468 -2.65490
C -0.26648 0.55468 -2.38654
C 0.32911 -0.64830 -2.06488
C 1.75539 -0.65190 -1.95409
H 4.39097 -2.69211 -1.18901
H 5.67818 -0.70861 -1.90791
H 4.46476 1.34844 -2.56544
H 2.41380 2.56046 -2.93344
H -0.04814 2.63250 -2.88379
H -1.34421 0.60621 -2.46946
S -2.64474 -1.74760 -3.16395
C -1.90202 -1.50164 -4.73137
C -2.58009 -0.75158 -5.68867
C -1.99419 -0.49406 -6.91120
C -0.71913 -0.97064 -7.18574
C -0.04803 -1.74155 -6.25458
C -0.64015 -2.02878 -5.03079
S 0.18601 -3.07000 -3.88417
H -3.56148 -0.37513 -5.44453
H -2.51783 0.09680 -7.64646
H -0.24826 -0.73491 -8.12858
H 0.94073 -2.12037 -6.46038
C -1.11497 -7.04577 -3.31945
As -0.91020 -6.44489 -1.46807
C -1.86163 -7.76206 -0.38658
C 0.97085 -6.67212 -0.97143
S -1.88051 -4.62775 -1.06935
H -0.80196 -8.08205 -3.43074
H -0.52690 -6.40899 -3.98277
H -2.16956 -6.95438 -3.59228
H -1.51501 -8.76955 -0.61210
H -2.93128 -7.68608 -0.59649
H -1.70002 -7.54862 0.67278
H 1.23017 -7.72818 -0.99158
H 1.13340 -6.28091 0.03605
H 1.61459 -6.12499 -1.66022
```

(2)
Below is C29H38As2BN2O14V as an isolated structure, with properties calculated with ωB97M-V/def2-TZVPD.

As for the LUMO energy (alpha / beta): -0.294 / -0.342 eV. The value obtained for the maximum force is 0.0104 Eh/bohr. As for the orbital gap (alpha / beta): 8.373 / 8.325 eV. As for the expectation value of S²: 2.011. Its spin multiplicity is 3. The calculation puts the calculated total energy at -210378.0191 eV. The HOMO energy (alpha / beta) comes out at -8.67 / -8.67 eV.

The geometry in XYZ format:
```
87
C29H38As2BN2O14V | the OMol25 dataset | ωB97M-V/def2-TZVPD
V 0.30009 -1.08682 3.39814
O 1.76388 2.48895 2.23342
C 1.14803 1.60591 2.77013
O 1.54139 0.35755 2.93221
C -0.21333 1.82102 3.40418
C -0.91122 2.99542 3.60905
C -2.07944 2.92536 4.36048
C -2.48353 1.72182 4.93915
C -1.71761 0.60343 4.68359
N -0.66613 0.68104 3.88597
C -1.78270 -0.76519 5.33388
O -2.66226 -1.09762 6.08403
O -0.71609 -1.47447 5.01575
H -0.53776 3.92206 3.19736
H -2.65845 3.82296 4.53494
H -3.34218 1.65102 5.59151
B -3.32020 -2.46225 0.62987
C -2.17194 -1.97443 1.58304
N -1.31090 -1.63627 2.27477
H -3.28234 -1.74024 -0.34603
H -3.06656 -3.61554 0.34846
H -4.36489 -2.35372 1.23410
C 1.75077 -4.74895 5.27098
C 0.82721 -3.90921 4.45255
C -0.58300 -4.36199 4.28739
O 1.26505 -2.89324 3.90985
H 1.28888 -4.95859 6.23677
H 2.70899 -4.25522 5.40411
H 1.89414 -5.71001 4.77197
H -0.59740 -5.42424 4.03439
H -1.10674 -3.77599 3.53929
H -1.09639 -4.24348 5.24438
C 3.09790 -2.48316 0.15118
C 2.05509 -3.59917 0.13273
C 0.84065 -2.97170 0.81434
O 1.31292 -1.77214 1.49682
C 2.76472 -1.74193 1.42611
H 2.97400 -1.84235 -0.71760
H 4.12226 -2.85432 0.15239
H 2.40526 -4.46727 0.69433
H 1.81761 -3.92698 -0.87798
H 0.38880 -3.63968 1.54655
H 0.07263 -2.65993 0.11237
H 3.16863 -2.25593 2.30277
H 3.07065 -0.70270 1.45009
C -3.82159 1.17057 0.90084
O -3.06457 1.30686 -0.31135
C -1.74655 1.28077 -0.15830
O -1.18732 1.06883 0.89099
C -1.02456 1.40866 -1.46916
C -1.17604 2.47980 -2.24650
As -0.59627 2.72312 -4.09998
C 0.69466 4.17983 -3.79617
C 0.72812 1.29093 -4.26529
C 0.89697 0.22911 -3.48107
As 0.20522 -0.11154 -1.67190
C 1.69931 0.81364 -0.78286
C 1.84143 -0.87696 -3.85081
O 2.67912 -1.30756 -3.09615
O 1.59486 -1.38506 -5.05970
C 2.53228 -2.37595 -5.49965
C 1.58896 1.44149 -5.48659
O 2.74225 1.10819 -5.56060
O 0.92339 2.04012 -6.48642
C 1.68746 2.27408 -7.67579
C -1.95096 3.65320 -1.71708
O -2.06964 3.94550 -0.55626
O -2.44884 4.39915 -2.71851
C -3.15158 5.57869 -2.30965
H -4.86218 1.24971 0.60328
H -3.55355 1.97070 1.59061
H -3.63615 0.20008 1.35534
H 0.15338 5.11960 -3.70471
H 1.35297 4.24096 -4.66234
H 1.28808 4.00235 -2.90244
H 1.72616 1.85135 -1.10677
H 2.62280 0.31599 -1.06516
H 1.54807 0.76459 0.29267
H 2.22010 -2.64778 -6.50296
H 2.50422 -3.24279 -4.84179
H 3.53711 -1.95839 -5.50763
H 1.03366 2.83019 -8.33991
H 1.97544 1.32669 -8.12812
H 2.58513 2.84462 -7.44612
H -3.43136 6.08781 -3.22645
H -2.51126 6.20898 -1.69572
H -4.03725 5.30808 -1.73759
```

(3)
Below is C47H50AsBrClGeN3O3Re as an isolated structure at a distorted geometry, with properties calculated with ωB97M-V/def2-TZVPD.

As for the charge: +3. As for the LUMO energy (alpha / beta): -9.940 / -9.945 eV. The value obtained for the maximum force is 0.0488 Eh/bohr. As for the orbital gap (alpha / beta): 5.030 / 5.026 eV. Its spin multiplicity is 1. The calculation puts the calculated total energy at -262183.8855 eV. The HOMO energy (alpha / beta) comes out at -14.97 / -14.97 eV.

The geometry in XYZ format:
```
108
C47H50AsBrClGeN3O3Re | the OMol25 dataset | ωB97M-V/def2-TZVPD
Re 0.30644 0.47035 -0.96990
O -2.43978 3.16539 -2.80548
C -2.12629 2.91083 -4.10769
C -3.10609 3.16535 -5.05859
C -2.83891 2.94385 -6.39813
C -1.59768 2.46998 -6.81329
C -0.63139 2.19889 -5.86457
C -0.88012 2.41280 -4.50610
C 0.15466 2.00042 -3.52075
O -0.33102 0.99139 -2.61389
N 0.53352 3.05582 -2.59256
N 1.03364 2.58954 -1.39799
C 1.89330 3.30944 -0.76587
C 2.12297 3.12845 0.64422
Br 0.62608 2.31143 1.50785
C 3.15145 3.60766 1.36597
C 4.37003 4.18226 0.82192
C 4.89974 3.79450 -0.41659
C 6.05327 4.38760 -0.89658
C 6.68948 5.37033 -0.14721
C 6.19164 5.73966 1.09705
C 5.04795 5.13922 1.58847
H -1.63462 3.17367 -2.28082
H -4.06027 3.55496 -4.73135
H -3.60723 3.15158 -7.13062
H -1.39316 2.31277 -7.86242
H 0.33202 1.80761 -6.17153
H 1.00933 1.55905 -4.04728
H 1.03001 3.84103 -3.00022
H 2.35590 4.17008 -1.24588
H 3.06857 3.58169 2.44807
H 4.44302 2.98783 -0.97876
H 6.47372 4.07148 -1.84130
H 7.59002 5.83496 -0.52520
H 6.70252 6.48930 1.68507
H 4.65715 5.42899 2.55582
O 0.62168 -0.59189 0.80820
N 1.64153 -0.21028 0.10533
C -6.02782 -1.85933 -0.06476
C -5.90288 -0.63275 0.57339
C -4.76810 -0.35077 1.31698
C -3.74243 -1.30133 1.42022
C -3.88062 -2.53595 0.76501
C -5.02068 -2.81465 0.03373
Ge -2.28046 -0.97673 2.58783
C -2.12237 0.74666 3.36062
C -2.46280 1.91514 2.66505
C -2.52558 3.12397 3.33400
C -2.26776 3.17242 4.70036
C -1.93724 2.02082 5.40014
C -1.85158 0.80758 4.73415
C -1.33790 -2.43253 3.34613
C -0.10100 -2.20870 3.96939
C 0.51102 -3.22769 4.67665
C -0.09960 -4.47362 4.76243
C -1.32277 -4.70864 4.14660
C -1.94622 -3.69444 3.43912
H -6.92057 -2.07804 -0.63589
H -6.69817 0.09688 0.50574
H -4.69878 0.59496 1.83940
H -3.09987 -3.28428 0.83365
H -5.13668 -3.77535 -0.45069
H -2.68896 1.87980 1.60459
H -2.79000 4.02728 2.80084
H -2.33233 4.11718 5.22380
H -1.75306 2.06552 6.46470
H -1.59025 -0.08653 5.28731
H 0.37841 -1.23803 3.90649
H 1.45580 -3.05185 5.17396
H 0.37544 -5.26506 5.32738
H -1.79845 -5.67567 4.23681
H -2.92060 -3.87601 3.00424
C 1.67448 -2.02864 -3.40540
C 0.15794 -2.02077 -3.55855
As -0.77669 -1.62684 -1.90646
C -0.53157 -3.18672 -0.77446
C -1.23057 -4.44292 -1.28741
C -2.61778 -1.25692 -2.39843
C -3.18598 -2.21943 -3.43759
H 2.14931 -2.08205 -4.38412
H 2.02279 -2.88632 -2.82843
H 2.04286 -1.12099 -2.91414
H -0.20610 -2.98611 -3.91325
H -0.17224 -1.26534 -4.27415
H -0.85348 -2.92804 0.23629
H 0.55169 -3.32547 -0.74092
H -2.31516 -4.34963 -1.23468
H -0.93839 -5.29758 -0.67753
H -0.96038 -4.67481 -2.31759
H -2.58858 -0.23472 -2.78138
H -3.20099 -1.25242 -1.47899
H -2.62633 -2.18840 -4.37166
H -4.21067 -1.92653 -3.66557
H -3.20848 -3.24957 -3.08522
Cl 4.63063 -4.64243 4.33545
C 4.13625 -3.39784 3.25574
C 3.08963 -3.63603 2.37323
C 2.69604 -2.64117 1.49607
C 3.34199 -1.40960 1.49560
C 3.04852 -0.35355 0.46815
C 4.38199 -1.17957 2.39030
C 4.78056 -2.16829 3.27433
H 2.59779 -4.59907 2.37401
H 1.87866 -2.84209 0.81561
H 3.56014 -0.53283 -0.48294
H 3.34884 0.64448 0.80764
H 4.89675 -0.22607 2.39863
H 5.58833 -1.99397 3.97100
```

- Look up the maximum force of the second one.
  0.0104 Eh/bohr

- Look up the calculated total energy of the third one.
  -262183.8855 eV

- Among the records above, which one has the lowest calculated total energy?
  C47H50AsBrClGeN3O3Re

- Which of these has the highest calculated total energy?
  C29H38As2BN2O14V